{"formula": "H3N3O", "method": "ωB97M-V with the def2-TZVPD basis set", "elements": ["N", "N", "N", "O", "H", "H", "H"], "xyz": [[1.30, 1.09, 0.07], [0.84, -1.16, 0.02], [1.11, -0.01, 0.01], [-1.25, 0.63, -0.12], [-1.48, 1.01, 0.73], [1.55, -1.84, -0.23], [-2.07, 0.27, -0.47]], "lowdin_charge": [0.1909, 0.0850, -0.3650, -0.0797, 0.0443, 0.0759, 0.0487], "gap_ha": 0.3933, "largest_force_ev_per_a": 3.36, "total_energy_ev": -6564.2004, "homo_ha": -0.35643}